No. 1
The following is a DFT calculation (wB97M-V/def2-TZVPD) of a 7-piece molecular cluster, C15H29F6NO7P overall.

Output
total charge: -1
total energy: -2111.1747 hartree
F_max: 4.1 eV/Å
energy relative to the best compared isomer or geometry (same formula, charge and spin): 0.00 kcal/mol
LUMO level: 2.4 eV

Geometry as XYZ:
```
59
C15H29F6NO7P (wB97M-V/def2-TZVPD)
P -0.72 -0.78 0.33
F 0.59 -1.76 0.23
F -2.13 0.02 0.59
F -0.58 -0.38 -1.29
F -0.90 -1.05 1.90
F 0.17 0.58 0.75
F -1.57 -2.12 0.19
O -1.79 3.47 -2.51
O 5.14 -0.85 2.94
O 0.17 -3.69 2.40
O 6.02 1.10 2.41
O 3.78 0.31 -2.39
O 4.98 0.37 -4.28
O 0.64 3.42 1.74
N -4.85 -1.81 0.64
C 2.57 0.84 -1.97
C -0.90 -3.33 3.23
C 3.24 -0.90 1.57
C 2.76 1.45 -4.23
C -6.97 -2.70 0.81
C 0.16 3.44 0.38
C 4.02 0.32 1.18
C -5.57 -2.94 0.97
C 4.02 -1.64 2.62
C -2.62 2.31 -2.63
C -5.74 -0.82 0.21
C 3.99 0.68 -3.63
C -7.06 -1.41 0.40
C 5.18 0.27 2.21
C 2.31 2.01 -2.88
H -5.02 -3.74 1.43
H 2.06 0.84 -4.81
H -0.55 -2.38 3.63
H 4.62 0.30 0.27
H 2.86 2.89 -2.55
H 4.34 -2.60 2.21
H 0.33 4.45 -0.01
H -3.84 -1.76 0.65
H 2.61 1.02 -0.90
H 2.95 -1.46 0.67
H 3.10 2.31 -4.80
H 2.27 -0.57 1.93
H 3.36 -1.78 3.47
H 0.64 2.71 -0.27
H -3.63 2.72 -2.59
H -2.52 1.56 -1.84
H -2.57 1.81 -3.60
H -1.85 -3.04 2.80
H -7.99 -0.91 0.17
H 1.23 2.15 -2.77
H 0.12 -3.04 1.70
H 3.57 1.30 1.28
H 1.88 0.02 -2.15
H -7.81 -3.38 0.92
H -0.96 -4.03 4.07
H -5.29 0.09 -0.15
H 0.82 2.51 2.00
H -0.91 3.34 0.23
H -2.17 4.27 -2.87
```


No. 2
The following is a DFT calculation (wB97M-V/def2-TZVPD) of C15H29I2N2O4P2Pm as an isolated structure.

Output
total charge: +2
2S+1: 5
total energy: -2885.4743 hartree
F_max: 5.4 eV/Å
LUMO level (spin up / spin down): -8.7 / -8.7 eV

Geometry as XYZ:
```
55
C15H29I2N2O4P2Pm (wB97M-V/def2-TZVPD)
Pm 0.81 -0.18 0.76
I 1.52 0.19 -2.80
I -1.21 -0.14 -2.61
P 0.22 2.76 0.12
P -0.23 -2.84 -0.41
O 1.16 0.29 2.93
O -2.46 1.19 1.90
O 3.12 -3.44 1.39
O 2.94 -3.00 5.90
N 2.04 -1.60 2.21
N 3.13 -3.09 3.66
C 0.91 0.81 5.82
C 1.65 -0.87 3.25
C 1.94 -0.29 5.71
C 1.58 -1.40 4.67
C 2.78 -2.77 2.35
C -0.20 -2.43 6.23
C -0.07 3.93 1.51
C -1.44 0.77 1.53
C 2.60 -2.54 4.82
C 0.15 -1.96 4.84
C 1.32 -3.51 -1.14
C -0.42 -4.05 0.97
C -1.18 3.29 -0.94
C 1.58 3.64 -0.74
C -1.42 -3.65 -1.56
H 2.44 3.72 -0.06
H 1.87 3.06 -1.63
H -1.18 2.70 -1.87
H -1.30 -3.76 1.56
H 2.92 0.13 5.41
H 0.64 -2.98 6.67
H -0.57 -5.05 0.56
H 0.05 -2.79 4.13
H 1.33 1.64 6.40
H -0.01 0.47 6.31
H 3.70 -3.91 3.77
H -1.06 -3.09 6.17
H -1.07 3.77 1.93
H -0.56 -1.19 4.49
H 1.24 4.64 -1.03
H -2.12 3.12 -0.41
H -2.43 -3.58 -1.16
H 1.63 -2.85 -1.96
H 2.11 -3.56 -0.38
H -1.08 4.36 -1.18
H 2.12 -0.78 6.68
H 0.02 4.96 1.15
H 1.10 -4.52 -1.54
H -0.45 -1.58 6.89
H -1.40 -3.17 -2.54
H -1.15 -4.72 -1.66
H 0.69 3.75 2.28
H 0.65 1.18 4.83
H 0.47 -4.04 1.62
```


No. 3
The following is a DFT calculation (wB97M-V/def2-TZVPD) of one molecule with the formula C15H29N3O2S.

Output
SMILES: C=CCNC(=S)NNC(=O)[C@@H](CCC(C)C)CC(C)(C)O
total energy: -1301.8912 hartree
F_max: 0.8 eV/Å
energy relative to the best compared isomer or geometry (same formula, charge and spin): 4.92 kcal/mol
LUMO level: 0.3 eV

Geometry as XYZ:
```
50
C15H29N3O2S (wB97M-V/def2-TZVPD)
S -3.37 2.31 1.08
O 0.83 1.81 0.30
O -0.11 -1.95 0.55
N -0.55 0.47 -0.88
N -1.71 1.17 -0.54
N -1.73 0.30 1.61
C -2.24 0.13 2.95
C 1.77 -0.20 -0.64
C 0.67 0.80 -0.34
C 1.75 -3.37 -0.05
C 1.35 -2.68 2.33
C 2.79 1.30 -2.45
C 1.12 0.44 -4.16
C 2.08 -0.96 0.66
C 3.53 0.70 -4.80
C 2.56 0.36 -3.66
C -2.20 1.21 0.74
C -4.08 -1.47 3.42
C 3.01 0.56 -1.13
C 1.26 -2.24 0.87
C -2.82 -1.24 3.13
H -2.12 -2.06 3.00
H 2.78 -3.62 0.19
H 0.92 1.44 -4.55
H -1.42 0.29 3.66
H 3.37 0.03 -5.64
H 3.67 1.91 -2.64
H 3.13 -1.24 0.67
H 1.91 -0.28 1.50
H 0.96 -0.27 -4.97
H 3.84 -0.14 -1.24
H -3.00 0.90 3.11
H 1.15 -4.26 0.09
H 0.92 -1.92 2.98
H 2.76 -0.67 -3.35
H 0.82 -3.62 2.49
H 0.41 0.24 -3.37
H -0.70 -0.48 -1.18
H -1.05 -0.38 1.29
H 3.37 1.72 -5.13
H 1.44 -0.90 -1.41
H 4.56 0.60 -4.47
H 3.27 1.29 -0.36
H 2.39 -2.83 2.61
H -1.87 2.02 -1.06
H -0.63 -2.74 0.71
H -4.46 -2.47 3.55
H -4.79 -0.67 3.55
H 1.94 1.97 -2.34
H 1.70 -3.07 -1.09
```


No. 4
The following is a DFT calculation (wB97M-V/def2-TZVPD) of C15H29N4SSi2Ti as an isolated structure.

Output
total charge: +1
total energy: -2634.3533 hartree
F_max: 3.2 eV/Å
LUMO level: -4.7 eV

Geometry as XYZ:
```
52
C15H29N4SSi2Ti (wB97M-V/def2-TZVPD)
Ti 0.54 -0.51 0.02
S 2.71 -1.19 0.79
Si -1.37 1.20 -1.38
Si 1.58 2.17 -0.47
N 1.14 -0.42 2.84
N 0.09 -0.76 1.98
N 3.45 -0.22 3.05
N -0.76 -2.14 -0.16
C -0.73 0.29 -2.88
C -1.48 -2.58 -1.21
C -0.35 -1.97 2.15
C 1.50 4.02 -0.79
C 0.01 -2.87 3.30
C -2.63 -3.34 -1.08
C -3.07 -3.68 0.20
C 2.42 1.33 -1.91
C 2.65 1.90 1.06
C -2.34 -3.25 1.31
C 2.34 -0.58 2.35
C -2.16 2.82 -1.93
C -1.20 -2.49 1.07
C -2.72 0.13 -0.59
C -0.10 1.54 -0.10
H 0.92 4.24 -1.70
H 1.09 -3.06 3.31
H 4.19 -0.10 2.36
H 2.35 0.25 -1.83
H -2.66 -3.48 2.31
H -2.30 -0.83 -0.26
H -0.13 0.94 -3.51
H 0.99 -0.47 -1.68
H 3.25 0.61 3.59
H -2.99 2.62 -2.62
H 2.50 4.44 -0.92
H -0.49 -3.84 3.24
H 1.02 4.54 0.04
H -3.14 0.64 0.29
H 1.99 1.64 -2.86
H -0.28 -2.39 4.24
H -3.97 -4.27 0.34
H -1.57 -0.07 -3.49
H 3.66 2.30 0.90
H 2.74 0.83 1.28
H -3.52 -0.06 -1.30
H 3.49 1.60 -1.94
H -3.18 -3.66 -1.96
H -1.10 -2.29 -2.18
H -0.50 1.83 0.89
H -1.43 3.45 -2.43
H -0.13 -0.58 -2.59
H -2.56 3.36 -1.07
H 2.21 2.40 1.93
```


> Among the records above, which one has the highest F_max?

C15H29I2N2O4P2Pm


> The highest F_max belongs to which entry?

C15H29I2N2O4P2Pm


> The lowest total energy belongs to which entry?

C15H29I2N2O4P2Pm